[1]
C32H24F12NO3RuSTe as an isolated structure. Source: OMol25; level of theory: ωB97M-V/def2-TZVPD.

HOMO energy (spin up / spin down) ... -4.30 / -4.15 eV

Structure (ORCA input):
```
! RIJCOSX wB97M-V def2-TZVPD def2/J DEFGRID3
* xyz -1 1
Ru 0.241 0.567 -0.875
C -4.475 0.214 4.632
C -3.476 0.570 3.574
C -2.454 1.476 3.847
C -1.579 1.861 2.867
C -1.659 1.336 1.555
N -0.814 1.750 0.612
C -0.073 2.897 0.696
C -0.697 4.151 0.614
C 0.054 5.306 0.560
C 1.442 5.250 0.590
C 2.269 6.496 0.484
C 2.063 4.009 0.699
C 1.334 2.836 0.766
C 2.003 1.446 0.848
O 1.221 0.412 1.265
C 2.262 1.034 -0.592
F 3.011 1.958 -1.318
F 4.627 0.007 0.025
F 1.556 -1.439 -1.170
C 3.201 1.552 1.832
F 3.592 0.361 2.290
F 4.305 2.158 1.356
F 2.864 2.266 2.932
C -2.653 0.354 1.299
C -3.544 0.013 2.300
C -2.795 -0.186 -0.124
O -1.675 -0.421 -0.831
C -3.653 0.879 -0.878
F -4.134 0.437 -2.048
F -4.730 1.310 -0.187
F -2.926 1.972 -1.134
C -3.610 -1.512 -0.156
F -4.938 -1.364 0.043
F -3.498 -2.119 -1.342
F -3.194 -2.396 0.756
H -4.635 1.059 5.301
H -5.428 -0.069 4.190
H -4.117 -0.626 5.230
H -2.368 1.897 4.838
H -0.789 2.566 3.076
H -1.775 4.180 0.554
H -0.442 6.264 0.482
H 1.686 7.369 0.768
H 3.145 6.435 1.126
H 2.610 6.629 -0.544
H 3.141 3.979 0.717
H -4.339 -0.689 2.115
Te 0.671 1.591 -3.211
C -1.257 2.467 -3.494
C -1.452 3.788 -3.112
C -2.692 4.379 -3.261
C -3.744 3.659 -3.802
C -3.546 2.347 -4.197
C -2.309 1.748 -4.040
H -0.631 4.343 -2.677
H -2.841 5.402 -2.946
H -4.719 4.116 -3.893
H -4.366 1.775 -4.606
H -2.163 0.711 -4.306
S 3.136 -0.591 -0.586
C 3.761 -0.453 -2.289
C 3.148 -1.102 -3.348
C 3.592 -0.888 -4.644
C 4.662 -0.043 -4.888
C 5.303 0.566 -3.823
C 4.857 0.363 -2.532
H 2.320 -1.769 -3.182
H 3.077 -1.374 -5.461
H 4.995 0.142 -5.899
H 6.147 1.219 -3.991
H 5.352 0.865 -1.720
O -0.598 -1.300 -3.225
H -1.291 -1.221 -2.551
H 0.134 -1.731 -2.774
*
```

=====

[2]
C32H24FI2N4O5PtS as an isolated structure. Source: OMol25; level of theory: ωB97M-V/def2-TZVPD.

Energy relative to the best compared isomer or geometry (same formula, charge and spin) ... 0.376 eV
HOMO energy ... -4.34 eV

Structure (ORCA input):
```
! RIJCOSX wB97M-V def2-TZVPD def2/J DEFGRID3
* xyz -1 1
Pt 0.152 -0.073 -0.172
I 2.616 4.927 -0.639
C 0.627 4.342 -0.476
C -0.360 5.301 -0.300
C -1.683 4.943 -0.207
I -3.105 6.469 -0.024
C -2.061 3.580 -0.201
C -3.391 3.132 -0.022
C -3.663 1.804 0.086
C -2.612 0.884 0.004
N -1.374 1.259 -0.227
C -1.052 2.590 -0.350
C 0.368 2.950 -0.608
O 1.228 2.105 -0.909
H -0.081 6.344 -0.237
H -4.187 3.861 0.049
H -4.669 1.449 0.260
H -2.768 -0.177 0.144
C 6.396 0.709 2.778
C 5.081 0.055 3.223
C 5.325 -0.798 4.475
C 4.089 1.160 3.575
C 4.559 -0.842 2.098
C 5.357 -1.919 1.660
C 4.963 -2.755 0.638
C 3.730 -2.519 0.037
S 2.972 -3.359 -1.281
C 1.635 -2.267 -1.185
N 1.730 -1.372 -0.244
C 2.921 -1.472 0.466
C 3.334 -0.625 1.494
C 0.464 -2.238 -2.033
C 0.221 -3.144 -3.062
C -0.935 -3.030 -3.806
C -1.832 -2.004 -3.505
C -1.579 -1.099 -2.488
C -0.416 -1.182 -1.707
H 6.776 1.366 3.564
H 6.238 1.305 1.877
H 7.163 -0.037 2.558
H 5.660 -0.168 5.303
H 6.084 -1.563 4.303
H 4.406 -1.305 4.778
H 4.503 1.781 4.373
H 3.147 0.741 3.929
H 3.871 1.804 2.722
H 6.319 -2.096 2.124
H 5.599 -3.565 0.304
H 2.684 0.199 1.762
H 0.935 -3.933 -3.277
H -1.142 -3.722 -4.613
H -2.745 -1.910 -4.084
H -2.299 -0.312 -2.306
F 0.396 -3.615 6.243
C -0.330 -2.528 5.938
C 0.222 -1.481 5.326
N -0.473 -0.332 5.038
C 0.115 0.625 4.111
C 0.021 0.136 2.661
O 0.578 0.922 1.813
O -0.546 -0.926 2.421
C -1.825 -0.240 5.299
O -2.500 0.730 5.034
N -2.359 -1.346 5.945
C -1.737 -2.537 6.298
O -2.340 -3.435 6.846
H 1.266 -1.492 5.041
H 1.159 0.773 4.376
H -0.409 1.571 4.207
H -3.346 -1.288 6.143
*
```

=====

[3]
C32H24IMgN8O2 as an isolated structure. Source: OMol25; level of theory: ωB97M-V/def2-TZVPD.

HOMO energy ... -10.56 eV

Structure (ORCA input):
```
! RIJCOSX wB97M-V def2-TZVPD def2/J DEFGRID3
* xyz 1 1
Mg -1.139 0.823 0.507
C 3.242 0.252 0.899
C 2.345 -0.832 1.415
N 2.837 -2.027 1.627
C 2.038 -3.000 2.126
C 0.721 -2.811 2.441
C -0.087 -3.950 3.008
O -0.615 -3.668 4.301
C 0.150 -1.540 2.187
C -1.225 -1.272 2.566
N -1.923 -0.286 2.109
C -3.241 -0.089 2.607
C -4.184 -1.111 2.661
C -5.477 -0.856 3.091
C -5.848 0.424 3.472
C -4.913 1.450 3.452
C -3.623 1.185 3.024
I -2.148 2.666 3.165
C 0.965 -0.519 1.644
O 0.524 0.664 1.350
H 4.237 -0.154 0.730
H 3.303 1.072 1.617
H 2.855 0.681 -0.028
H 2.505 -3.967 2.275
H 0.527 -4.853 3.017
H -0.952 -4.162 2.377
H 0.097 -3.720 4.948
H -1.669 -1.933 3.309
H -3.898 -2.114 2.363
H -6.197 -1.664 3.126
H -6.860 0.627 3.798
H -5.182 2.444 3.783
C -1.779 -3.556 -0.580
C -2.195 -2.257 -0.338
N -1.435 -1.213 -0.657
C -0.266 -1.476 -1.259
C 0.168 -2.782 -1.437
N -0.583 -3.821 -1.096
C 0.493 -0.275 -1.713
C 1.579 -0.283 -2.569
C 2.144 0.933 -2.950
C 1.574 2.112 -2.471
C 0.492 2.028 -1.614
N -0.014 0.859 -1.248
C -0.283 3.185 -1.082
C 0.083 4.507 -1.273
N -0.716 5.515 -0.944
C -1.895 5.205 -0.423
C -2.241 3.891 -0.144
N -1.433 2.879 -0.449
C 3.313 0.967 -3.863
C 3.427 1.940 -4.847
C 4.534 1.920 -5.681
N 5.509 1.017 -5.588
C 5.396 0.092 -4.637
C 4.324 0.022 -3.760
H -2.413 -4.400 -0.337
H -3.146 -2.048 0.136
H 1.147 -2.996 -1.848
H 1.968 -1.211 -2.966
H 1.986 3.070 -2.757
H 1.045 4.764 -1.699
H -2.573 6.019 -0.198
H -3.176 3.652 0.345
H 2.655 2.686 -4.992
H 4.641 2.663 -6.464
H 6.202 -0.630 -4.572
H 4.304 -0.740 -2.991
*
```

=====

[4]
C32H24N5O6SSiV as an isolated structure. Source: OMol25; level of theory: ωB97M-V/def2-TZVPD.

Energy relative to the best compared isomer or geometry (same formula, charge and spin) ... 0.076 eV
HOMO energy (spin up / spin down) ... -3.11 / -4.64 eV

Structure (ORCA input):
```
! RIJCOSX wB97M-V def2-TZVPD def2/J DEFGRID3
* xyz -1 4
V 0.200 0.772 -0.128
O 3.646 1.813 4.850
C 2.813 1.645 3.793
C 1.642 0.896 3.893
C 0.880 0.745 2.758
N 1.231 1.302 1.604
C 2.337 2.029 1.505
C 3.164 2.242 2.585
C 2.550 2.517 0.083
O 3.497 3.231 -0.193
O 1.630 2.079 -0.706
C -0.395 -0.062 2.622
O -0.935 -0.555 3.597
O -0.787 -0.113 1.393
H 3.340 1.262 5.578
H 1.337 0.408 4.810
H 4.068 2.823 2.477
S -4.613 3.838 -5.150
N -3.487 2.682 -5.330
C -2.940 2.485 -4.147
C -1.874 1.539 -3.855
C -1.312 0.701 -4.787
C -0.287 -0.170 -4.385
C 0.121 -0.167 -3.071
N -0.410 0.621 -2.123
C -1.413 1.493 -2.510
C -1.973 2.306 -1.504
N -1.451 2.162 -0.247
C -1.986 2.852 0.753
C -3.041 3.735 0.593
C -3.570 3.917 -0.689
C -3.045 3.209 -1.746
C -3.516 3.301 -3.116
N -4.482 4.087 -3.549
H -1.664 0.733 -5.809
H 0.185 -0.844 -5.085
H 0.912 -0.832 -2.750
H -1.550 2.683 1.732
H -3.435 4.266 1.446
H -4.389 4.602 -0.867
C -0.244 -5.255 -1.762
C 1.129 -5.083 -1.894
C 1.727 -3.915 -1.439
C 0.977 -2.894 -0.846
C -0.403 -3.085 -0.733
C -1.008 -4.253 -1.181
Si 1.774 -1.278 -0.231
C 2.476 -1.710 1.489
C 1.750 -2.469 2.411
C 2.200 -2.654 3.712
C 3.392 -2.077 4.128
C 4.131 -1.316 3.230
C 3.674 -1.137 1.931
H -0.715 -6.164 -2.117
H 1.732 -5.859 -2.351
H 2.799 -3.790 -1.547
H -1.019 -2.298 -0.311
H -2.080 -4.374 -1.087
H 3.033 -1.187 -1.055
H 0.805 -2.912 2.113
H 1.609 -3.241 4.406
H 3.747 -2.223 5.142
H 5.063 -0.857 3.542
H 4.258 -0.531 1.245
C -3.782 -0.240 0.147
O -2.908 -0.763 -0.845
H -4.804 -0.613 0.020
H -3.799 0.854 0.135
H -3.392 -0.563 1.110
H -3.118 -0.346 -1.686
*
```

=====

> What is the formula in the first record?

C32H24F12NO3RuSTe